No. 1
A cluster of 5 separate species, C11H15IN5O4S2 in total at a distorted geometry. Source: the OMol25 dataset; level of theory: the ωB97M-V functional and the def2-TZVPD basis.

* gap between HOMO and LUMO: 8.11 eV
* energy relative to the best compared isomer or geometry (same formula, charge and spin): 417.9 kJ/mol

```
! wB97M-V def2-TZVPD RIJCOSX def2/J DEFGRID3
* xyz -1 1
C 2.259 -0.867 4.437
H 2.670 -2.194 -3.213
H 0.282 -1.006 3.634
C 1.232 -1.538 3.566
S -2.039 0.443 -0.141
H -0.955 2.444 0.942
C 3.988 -2.837 -4.772
O -2.100 -0.288 1.193
H -2.599 3.092 -7.566
C 0.669 -1.253 8.054
H 4.111 -3.070 -2.649
H -1.981 4.508 -3.138
N -0.643 0.016 -1.090
N -1.076 4.299 -4.972
N -0.689 -1.400 5.723
C -1.593 3.058 -1.182
C -0.088 -1.334 6.756
O -3.338 0.253 -0.937
N 3.078 -0.331 5.131
C -2.931 3.095 -6.526
C -1.899 3.765 -5.661
O 0.715 -1.663 0.559
O 0.824 -1.984 -1.872
I -1.878 -3.237 -0.620
H 0.464 -0.300 8.545
H 0.364 -2.067 8.714
H 1.566 -1.537 2.526
C -1.647 3.810 -2.275
H 4.258 -1.392 -3.218
H -3.879 3.632 -6.456
N 4.185 -3.232 -5.886
H 1.741 -1.332 7.863
C 3.741 -2.341 -3.373
C -1.851 2.276 0.216
H -3.080 2.065 -6.196
S -0.113 -1.577 -0.721
H -2.853 2.596 0.715
H 1.086 -2.570 3.892
*
```

Here are the Löwdin charges for atoms 1 to 8, given in e: atom 1 (C): -0.25, atom 2 (H): 0.05, atom 3 (H): 0.05, atom 4 (C): -0.10, atom 5 (S): 0.56, atom 6 (H): 0.11, atom 7 (C): -0.25, atom 8 (O): -0.46

=====

No. 2
A structure of composition C18H9F5N2PdSSe. Source: the OMol25 dataset; level of theory: the ωB97M-V functional and the def2-TZVPD basis.

* gap between HOMO and LUMO: 4.60 eV
* energy relative to the best compared isomer or geometry (same formula, charge and spin): 14.3 kJ/mol

```
! wB97M-V def2-TZVPD RIJCOSX def2/J DEFGRID3
* xyz -2 1
H 0.601 -5.900 0.418
C -2.116 -3.079 -2.378
C 3.480 -4.138 -0.042
F 3.435 4.523 2.298
C -2.634 -2.179 -1.454
F -1.034 1.589 1.448
C 0.910 -3.852 1.022
F 2.849 3.772 -0.183
C 0.952 2.511 0.491
Pd 0.979 -0.123 0.034
Se 2.998 -0.545 1.476
C 2.585 -5.198 -0.061
C 0.439 2.612 2.885
C 0.146 2.204 1.598
H 4.475 -4.243 -0.461
H -0.316 -3.787 -3.316
H -3.703 -2.163 -1.256
C -1.789 -1.297 -0.782
H 2.890 -6.141 -0.506
F -0.372 2.284 3.907
C 1.776 -2.775 1.039
H -2.226 -0.600 -0.073
C 1.562 3.376 3.141
F 1.861 3.765 4.397
C 2.033 3.340 0.795
C 1.301 -5.074 0.470
C 2.354 3.747 2.078
H -2.766 -3.774 -2.899
C 0.087 -2.201 -1.922
C -0.404 -1.279 -0.986
H -0.096 -3.711 1.403
N 3.965 -1.854 0.658
S 0.564 1.999 -1.140
H 1.157 -2.258 -2.102
N 1.411 -1.495 1.499
C 3.119 -2.896 0.533
C -0.743 -3.081 -2.609
*
```

Here are the Löwdin charges for atoms 1 to 8, given in e: atom 1 (H): 0.07, atom 2 (C): -0.16, atom 3 (C): -0.09, atom 4 (F): 0.08, atom 5 (C): -0.15, atom 6 (F): 0.05, atom 7 (C): -0.09, atom 8 (F): 0.05

=====

No. 3
A cluster of 15 separate species, C43H108NO17 in total at a distorted geometry. Source: the OMol25 dataset; level of theory: the ωB97M-V functional and the def2-TZVPD basis.

* gap between HOMO and LUMO (alpha / beta): 8.58 / 9.66 eV
* expectation value of S²: 0.754

```
! wB97M-V def2-TZVPD RIJCOSX def2/J DEFGRID3
* xyz 0 2
H 5.378 -0.380 -1.412
C 5.537 -5.188 6.063
O 0.589 -4.230 11.300
C -1.107 0.257 -1.518
C -1.921 3.499 0.517
H 7.729 -1.303 -9.864
H 0.475 -1.643 6.720
C 6.717 -4.523 5.381
H -7.779 5.262 -0.397
H -2.351 -6.051 2.182
H -1.401 6.398 -5.926
C 6.668 -2.013 -0.864
H -8.682 3.782 -7.648
C 2.102 0.822 0.719
H 1.237 -5.710 -1.906
H 5.478 -2.603 7.933
H 7.561 -1.397 -0.747
H 1.633 -2.849 9.290
H -8.308 5.414 -2.803
H -1.082 -2.243 4.033
H -2.072 6.513 -8.314
H 2.681 -7.531 -2.765
H 1.970 -4.685 -3.134
H 0.632 2.415 -1.483
C -7.824 4.437 -2.857
H -0.493 2.148 1.990
C 7.952 -0.394 -4.335
H -0.755 -3.404 10.030
H 0.215 -4.933 -3.125
C 6.803 -2.180 9.579
H 1.347 -0.923 3.455
H 6.038 -0.856 -9.576
H -2.663 4.637 -6.754
H -12.357 -0.013 -0.733
C -1.896 -0.672 -2.410
C -0.462 4.248 -1.898
H -0.543 5.719 -8.682
H 7.721 -2.429 9.046
H 4.524 -1.791 -0.767
H 0.235 -6.954 1.100
O 0.403 -3.651 7.015
H 0.587 -2.427 1.626
H 6.495 -3.044 10.168
O -7.338 4.411 -0.470
C -0.225 3.754 -3.343
C 1.655 -2.144 8.455
H -0.841 -2.678 13.003
O -8.471 5.633 -5.660
C 0.786 -1.829 3.680
H -0.986 -5.873 -0.556
C 7.072 -0.522 -9.480
O 8.769 0.204 -7.881
O -2.281 5.516 -2.497
O -1.532 -1.763 -2.703
H 0.368 -4.272 7.750
H -10.122 3.738 -6.634
H -7.652 5.178 -5.877
H -11.599 -0.193 0.855
H 6.714 -2.816 -0.127
C 7.413 -0.210 -8.036
C -2.711 5.874 0.183
H 5.502 -4.907 7.116
H 0.540 6.000 -2.680
H 6.751 -4.798 4.321
C 0.371 5.533 -1.711
H -1.022 0.701 1.189
C -0.912 -2.428 11.942
H -1.891 -1.982 11.759
C -1.869 1.484 -1.019
H 7.017 -1.365 10.275
H 0.655 -4.477 12.227
C -1.034 2.419 -0.125
H -6.771 4.608 -3.092
H 4.643 -0.753 9.888
H 6.008 -0.919 8.015
O 7.959 0.178 -3.028
C 9.189 -1.236 -4.585
C -0.701 -3.663 11.086
H 6.749 0.569 -7.645
H 8.899 0.997 -8.410
H -9.476 0.780 -0.058
H -2.190 -7.388 1.046
H 0.558 -7.347 -3.688
C -2.276 -6.301 1.123
H -0.334 4.557 -4.062
H -3.195 -5.993 0.624
O -0.585 -1.447 3.822
H 2.566 -2.333 7.895
O 0.140 -6.000 1.173
H -2.762 1.182 -0.469
C -9.261 5.702 -6.843
H -4.615 4.009 0.207
H -7.452 2.726 -1.600
H -1.268 4.059 1.188
C -2.593 4.478 -0.465
H -10.170 6.234 -6.568
O 4.480 -1.487 9.288
C -1.624 4.821 -7.049
H 0.376 -3.749 2.771
H 9.258 -2.034 -3.844
H 4.597 -4.898 5.591
H 8.740 0.734 -2.954
H 5.623 -6.276 6.017
C 5.419 -1.179 -0.664
O -0.960 5.549 -6.022
H 3.107 0.470 0.674
H 0.727 3.589 -0.208
C 0.045 3.144 -0.933
H 9.170 -1.678 -5.581
H -3.681 6.306 -0.052
O -10.143 0.984 -1.962
C 1.179 -5.414 -2.957
H 0.739 3.261 -3.434
H 1.315 -6.320 -4.910
H -0.714 -0.352 -0.708
H -10.218 4.394 -8.278
H 8.063 -5.814 5.948
C 1.356 -6.617 -3.863
H -9.003 3.516 -1.303
H -1.469 -4.415 11.293
H -0.487 -2.143 8.118
H 7.053 -1.006 -4.403
H 1.697 -1.132 8.856
H -2.669 5.762 1.264
C -1.065 -5.623 0.508
C -11.406 -0.164 -0.218
O -3.111 -0.216 -2.854
H -2.072 4.960 -9.162
H -1.963 6.578 -0.169
C 0.960 1.163 0.848
O 7.956 -4.860 6.001
H 6.686 -2.450 -1.863
H -8.739 6.294 -7.602
C 5.701 -1.783 8.615
H 1.999 -3.126 2.441
H -11.011 -1.131 -0.529
N -1.924 4.504 -1.793
H -1.003 3.019 -3.574
H -4.053 2.994 -1.127
H 1.348 5.296 -1.299
H 7.882 0.402 -5.083
H -10.974 1.143 -2.421
C 0.953 -2.844 2.566
C -9.594 4.324 -7.387
H -2.985 0.602 -3.351
H 6.137 -0.052 0.757
H 7.206 0.362 -10.108
C -10.425 0.941 -0.566
H -0.120 6.281 -1.094
H 10.092 -0.627 -4.501
H -1.115 3.860 -7.116
O 2.623 -7.247 -3.681
C 0.441 -2.332 7.564
C -4.034 4.001 -0.711
H -2.694 2.986 1.091
H -0.143 -1.686 11.725
C -0.419 1.603 1.049
H -8.281 3.877 -3.672
H 7.292 -1.097 -7.415
H -0.253 0.589 -2.113
H -4.506 4.649 -1.448
C -7.950 3.692 -1.543
H 6.634 -3.438 5.443
H -10.819 1.912 -0.246
C -1.577 5.542 -8.383
H -2.207 2.055 -1.884
H -1.141 -4.541 0.597
H 1.137 -2.234 4.635
O 5.361 -0.610 0.646
*
```

Here are the Löwdin charges for atoms 1 to 8, given in e: atom 1 (H): 0.11, atom 2 (C): -0.09, atom 3 (O): -0.09, atom 4 (C): -0.08, atom 5 (C): -0.08, atom 6 (H): 0.08, atom 7 (H): 0.10, atom 8 (C): -0.32

=====

No. 4
A structure of composition C14H30F2Hg3N3O14S2 at a distorted geometry. Source: the OMol25 dataset; level of theory: the ωB97M-V functional and the def2-TZVPD basis.

* gap between HOMO and LUMO: 2.79 eV
* energy relative to the best compared isomer or geometry (same formula, charge and spin): 483.2 kJ/mol

```
! wB97M-V def2-TZVPD RIJCOSX def2/J DEFGRID3
* xyz 1 1
H 14.360 13.382 -5.353
C 15.565 10.995 -3.991
O 11.450 5.872 -1.383
H 17.271 8.387 -9.018
C 11.539 13.270 -5.265
H 11.885 5.514 -10.192
F 10.363 6.483 -3.444
C 14.824 6.224 -6.579
H 16.084 6.471 -8.251
O 13.441 4.085 -2.177
H 14.122 5.907 -9.241
Hg 11.662 6.031 -5.802
H 10.539 12.874 -5.087
C 14.508 9.249 -1.071
O 10.935 9.997 -5.369
O 11.988 7.960 -2.595
H 14.714 6.555 -5.546
H 11.862 13.878 -4.420
H 9.029 5.115 -8.067
H 9.782 4.731 -9.616
C 17.068 8.899 -8.077
H 13.565 7.441 -7.385
C 15.711 9.835 -2.990
O 12.662 11.850 -2.025
C 11.339 8.955 -5.798
S 13.733 5.356 -2.890
C 11.390 11.959 -2.081
C 12.029 5.897 -9.182
O 10.733 11.032 -2.621
H 15.237 8.454 -0.912
H 15.223 11.571 -6.964
H 9.355 6.310 -9.471
O 10.932 5.689 -8.238
Hg 12.604 10.271 -3.845
O 14.606 6.386 -2.280
O 10.928 12.920 -1.479
O 15.937 8.321 -7.396
H 15.055 5.159 -6.558
N 12.696 5.722 -3.868
C 9.700 5.491 -8.839
C 16.034 6.900 -7.250
H 13.637 13.211 -6.904
H 16.925 6.651 -6.674
H 16.531 11.321 -4.376
N 13.546 6.437 -7.277
Hg 8.706 9.712 -6.385
H 11.860 6.950 -9.404
F 14.701 4.792 -4.096
H 13.792 10.922 -6.950
H 16.932 9.953 -8.319
H 11.553 13.886 -6.164
H 15.101 11.769 -3.381
H 18.030 8.722 -7.595
O 14.507 9.551 -2.416
H 16.252 8.967 -3.370
C 13.784 12.685 -5.961
H 15.062 9.590 -5.429
O 12.398 8.555 -5.348
O 12.572 12.315 -5.316
C 13.324 5.668 -8.538
H 16.401 10.257 -2.259
H 13.438 4.593 -8.392
S 11.819 6.548 -2.625
N 14.733 10.484 -5.095
H 13.488 8.958 -0.819
H 14.653 10.131 -0.448
C 14.433 11.427 -6.227
O 10.557 8.122 -6.191
*
```

Here are the Löwdin charges for atoms 1 to 8, given in e: atom 1 (H): 0.14, atom 2 (C): -0.16, atom 3 (O): -0.19, atom 4 (H): 0.08, atom 5 (C): -0.06, atom 6 (H): 0.14, atom 7 (F): -0.24, atom 8 (C): -0.18